[1]
A cluster of 5 separate species, C48H52F17N3O14 in total. Source: OMol25; level of theory: ωB97M-V/def2-TZVPD.

Values from the calculation:
SMILES ... [H]/N=C(\C)Cc1cc(CN)c2c(c1)C(=O)c1c(CCC(F)(F)C(F)(F)C(F)(F)C(F)(F)C(F)(F)C(F)(F)C(F)(F)C(F)(F)F)cc(-c3ccccn3)c(CCC)c1C2=O.COC(=O)OC.COC(=O)OC.COC(=O)OC.COC(=O)OC
Frontier orbital gap ... 8.408 eV

```
! wB97M-V def2-TZVPD RIJCOSX def2/J DEFGRID3
* xyz 0 1
C -5.65 -5.17 3.41
C -4.73 -4.03 2.94
C -5.24 -2.61 3.33
C -5.09 -1.59 2.24
C -6.24 -1.14 1.58
C -7.60 -1.62 1.97
C -8.24 -2.59 1.19
C -9.50 -3.03 1.56
C -10.09 -2.47 2.69
C -9.38 -1.50 3.40
N -8.16 -1.08 3.05
C -6.16 -0.23 0.53
C -4.95 0.27 0.07
C -5.02 1.27 -1.06
C -5.12 2.71 -0.50
C -4.55 3.75 -1.43
F -3.29 3.48 -1.84
F -5.33 3.79 -2.55
C -4.56 5.21 -0.89
F -5.85 5.58 -0.74
F -3.98 6.01 -1.81
C -3.88 5.51 0.48
F -4.61 4.92 1.46
F -3.95 6.85 0.64
C -2.40 5.07 0.63
F -2.39 3.73 0.80
F -1.70 5.37 -0.48
C -1.66 5.70 1.87
F -0.82 4.77 2.37
F -2.56 6.00 2.83
C -0.81 6.96 1.55
F -1.49 7.77 0.72
F 0.33 6.57 0.95
C -0.42 7.85 2.78
F 0.40 8.81 2.30
F -1.53 8.43 3.27
C 0.33 7.15 3.96
F -0.53 6.45 4.71
F 1.29 6.33 3.50
F 0.90 8.09 4.72
C -3.79 -0.19 0.70
C -3.86 -1.10 1.78
C -2.59 -1.54 2.45
O -2.61 -2.00 3.57
C -1.31 -1.42 1.69
C -0.16 -2.16 2.02
C -0.12 -3.11 3.19
N 0.13 -2.37 4.44
C 0.97 -2.01 1.24
C 1.04 -1.11 0.18
C 2.30 -0.90 -0.64
C 3.13 -2.15 -0.84
C 4.31 -2.36 0.08
N 2.79 -2.94 -1.77
C -0.09 -0.36 -0.12
C -1.26 -0.53 0.62
C -2.45 0.26 0.22
O -2.33 1.23 -0.49
H -6.60 -4.79 3.79
H -5.20 -5.76 4.20
H -5.90 -5.85 2.59
H -4.61 -4.07 1.85
H -3.75 -4.17 3.38
H -4.69 -2.28 4.21
H -6.28 -2.69 3.63
H -7.74 -2.98 0.31
H -10.03 -3.78 0.99
H -11.06 -2.78 3.04
H -9.82 -1.05 4.28
H -7.08 0.09 0.06
H -4.19 1.18 -1.75
H -5.96 1.05 -1.59
H -6.17 2.97 -0.37
H -4.65 2.75 0.49
H -1.06 -3.64 3.27
H 0.68 -3.84 3.02
H 1.12 -2.39 4.65
H -0.37 -2.78 5.21
H 1.84 -2.62 1.48
H 2.90 -0.14 -0.15
H 2.01 -0.51 -1.61
H 3.98 -2.79 1.03
H 4.78 -1.40 0.31
H 5.06 -3.00 -0.38
H 3.42 -3.75 -1.80
H -0.09 0.34 -0.94
C -2.05 -8.47 6.78
O -2.98 -7.41 6.57
C -2.42 -6.21 6.43
O -1.24 -5.98 6.47
O -3.38 -5.31 6.24
C -2.91 -3.97 6.08
H -2.65 -9.37 6.87
H -1.37 -8.56 5.93
H -1.48 -8.31 7.69
H -2.25 -3.90 5.22
H -2.38 -3.64 6.98
H -3.78 -3.35 5.92
C 10.02 -2.40 -0.39
O 10.06 -1.22 -1.20
C 8.89 -0.59 -1.31
O 7.85 -0.93 -0.81
O 9.07 0.48 -2.08
C 7.89 1.28 -2.26
H 11.03 -2.79 -0.39
H 9.71 -2.16 0.62
H 9.33 -3.13 -0.82
H 7.54 1.67 -1.30
H 7.10 0.70 -2.72
H 8.17 2.10 -2.91
C 4.10 3.30 -6.50
O 4.97 2.33 -5.90
C 4.64 1.06 -6.17
O 3.72 0.70 -6.84
O 5.54 0.27 -5.57
C 5.32 -1.13 -5.79
H 4.48 4.26 -6.19
H 4.12 3.21 -7.58
H 3.08 3.17 -6.14
H 5.40 -1.36 -6.85
H 4.35 -1.43 -5.41
H 6.11 -1.63 -5.24
C 9.20 3.17 -10.77
O 9.37 3.14 -9.35
C 8.84 2.08 -8.75
O 8.25 1.18 -9.31
O 9.07 2.17 -7.45
C 8.54 1.08 -6.69
H 9.68 4.08 -11.11
H 9.68 2.30 -11.23
H 8.15 3.18 -11.03
H 9.01 0.15 -6.99
H 7.47 1.01 -6.80
H 8.78 1.28 -5.65
*
```

***

[2]
A cluster of 2 separate species, C3H6N2O in total. Source: OMol25; level of theory: ωB97M-V/def2-TZVPD.

Values from the calculation:
SMILES ... N=C=N.CC=O
Frontier orbital gap ... 10.934 eV
Energy above the lowest of the compared OMol25 structures with the same formula, charge and spin ... 38.1 kcal per mole

```
! wB97M-V def2-TZVPD RIJCOSX def2/J DEFGRID3
* xyz 0 1
C -1.08 1.43 0.47
C 2.07 -1.13 -0.32
N 1.43 -1.00 0.71
N 2.78 -1.12 -1.32
C -1.83 0.22 0.00
O -1.44 -0.92 0.09
H -0.06 1.17 0.77
H -1.61 1.86 1.33
H -1.06 2.19 -0.31
H 0.42 -1.13 0.65
H 3.21 -2.00 -1.60
H -2.83 0.42 -0.44
*
```

***

[3]
The ion C3H4I2N3 with charge +1 at a distorted geometry. Source: OMol25; level of theory: ωB97M-V/def2-TZVPD.

Values from the calculation:
SMILES ... Nn1c(I)c[nH+]c1I
Frontier orbital gap ... 8.937 eV
Energy above the lowest of the compared OMol25 structures with the same formula, charge and spin ... 0.0 kcal per mole

```
! wB97M-V def2-TZVPD RIJCOSX def2/J DEFGRID3
* xyz 1 1
C 0.96 0.60 -1.28
C -0.14 0.99 -0.63
C 0.57 -0.97 0.30
N -0.46 0.20 0.43
N 1.32 -0.64 -0.73
N -1.53 0.07 1.23
I -1.33 2.71 -0.92
I 0.66 -2.57 1.57
H 1.29 1.12 -2.13
H 2.01 -1.11 -1.27
H -1.61 0.53 2.13
H -1.73 -0.93 1.30
*
```

***

Question: Which formula does entry 1 have?
Answer: C48H52F17N3O14

***

Question: Among the records above, which one has the lowest frontier orbital gap?
Answer: C48H52F17N3O14

***

Question: Among the records above, which one has the highest frontier orbital gap?
Answer: C3H6N2O